(1)
Formula: C40H53AsAuN5O4PS
Source: the OMol25 dataset
Level of theory: ωB97M-V/def2-TZVPD

Summary:
Spin multiplicity: 3
Molar mass: 1002.8 Da
LUMO (spin up / spin down): -7.243 / -11.198 eV
Maximum force: 1.78 eV/A
HOMO (spin up / spin down): -15.890 / -15.888 eV
Total charge: +3
Gap between HOMO and LUMO (spin up / spin down): 0.3177 / 0.1724 hartree
Energy relative to the best compared isomer or geometry (same formula, charge and spin): 15.9 kcal per mole

```
106
C40H53AsAuN5O4PS ωB97M-V/def2-TZVPD
Au 0.2253 1.3968 -0.4152
As -2.0615 -2.8038 2.9545
S 4.5756 0.9143 -6.7460
P -0.8916 0.6401 1.5533
O 2.7873 -3.0491 -4.4697
O 4.4604 2.0348 -5.8389
O 3.6663 0.8742 -7.8503
O 1.6146 -3.5267 -2.7172
N -1.4876 2.8842 -1.4938
N 2.1102 -2.7618 -3.5125
N 1.3250 0.5205 -2.2523
N 2.1607 -0.3341 -4.1120
N 1.1023 3.7008 -0.0254
C -1.1820 4.2103 -0.9648
C 2.6047 -0.4411 -5.4893
C -1.3588 2.8391 -2.9409
C -3.5245 -4.7542 4.3848
C -1.5796 3.7323 4.8852
C 0.7112 -5.8368 3.7168
C -4.6217 -1.7689 0.3469
C 1.9803 2.1359 -4.0591
C -2.3527 2.6065 2.9042
C -2.3933 -0.9816 -0.0683
C 1.0841 -6.2841 2.4610
C -0.4114 2.9828 4.8567
C -0.8771 -1.3315 3.5817
C -4.1663 -5.3392 5.4580
C -0.2148 2.0364 3.8659
C 6.2985 0.7954 -7.3794
C 0.8850 4.0583 1.3677
C -2.8022 2.4132 -1.0920
C 4.1211 -0.5391 -5.6659
C -0.2182 -4.8205 3.8547
C -3.3239 -2.6805 5.6191
C -0.0415 -0.7586 2.4294
C -1.1947 1.8277 2.8884
C -2.5490 3.5347 3.9120
C -0.3744 -4.6775 1.4461
C -4.6536 -1.0532 1.5340
C -3.4826 -1.7489 -0.4472
C 1.8732 -1.3792 -3.2607
C -3.9725 -3.2707 6.6891
C -4.4070 -4.5890 6.6027
C 1.8141 0.7984 -3.4636
C 0.3196 4.5309 -0.9397
C -3.5622 -0.2870 1.9248
C 7.2862 1.2750 -6.3566
C 1.3528 -0.8266 -2.1196
C -3.0577 -3.4369 4.4799
C 2.5244 3.7568 -0.3459
C -0.7493 -4.2438 2.7061
C 0.5561 -5.6983 1.3226
C -2.4308 -0.2305 1.1088
H -1.6650 4.9850 -1.5752
H 4.6652 -0.4043 -4.7362
H -4.1558 -2.7018 7.5876
H 1.2035 2.3239 -4.8024
H -1.4813 -0.5571 4.0609
H 1.1303 -6.2837 4.6057
H 6.4289 -0.2375 -7.6883
H 0.8446 -6.0386 0.3417
H 2.1297 -1.3185 -5.9355
H -5.5391 -1.0790 2.1518
H 0.3489 3.1485 5.6038
H 8.2408 1.4732 -6.8453
H -0.2156 -1.7635 4.3389
H -0.1758 4.0138 1.6109
H 1.4157 3.3580 2.0125
H 0.1572 -1.5384 1.6819
H -1.7332 4.4631 5.6637
H 2.7090 3.3166 -1.3241
H 0.9277 -0.3849 2.7767
H -1.5078 -0.9400 -0.6938
H -3.3596 -5.3189 3.4717
H -2.9534 1.3994 -1.4614
H -3.1058 2.4627 2.1411
H 2.2490 0.4395 -6.0329
H 0.6964 1.4573 3.8597
H 7.4532 0.5451 -5.5695
H -2.0946 3.4912 -3.4256
H 6.2560 1.4407 -8.2552
H 1.9370 2.9018 -3.2913
H -1.5914 4.2855 0.0438
H -0.8193 -4.2313 0.5634
H -4.5038 -6.3626 5.3970
H 0.4228 5.5899 -0.6649
H 1.0240 -1.3246 -1.2304
H 3.0868 3.1970 0.3992
H -4.9668 -5.0215 7.4178
H 6.9484 2.2105 -5.9164
H 2.9374 2.2176 -4.5833
H -3.6097 0.2744 2.8481
H -3.6031 3.0474 -1.4909
H -1.5150 1.8206 -3.2891
H -2.8787 2.4017 -0.0050
H 2.8886 4.7914 -0.3522
H 1.2514 5.0675 1.5896
H 1.7745 -7.1081 2.3690
H -3.4587 -2.3138 -1.3676
H 4.4150 -1.4606 -6.1549
H -0.5147 -4.4804 4.8398
H -3.0005 -1.6486 5.6841
H -5.4904 -2.3239 0.0273
H -3.4661 4.1022 3.9476
H 0.7339 4.4026 -1.9413
H -0.3669 3.1677 -3.2306
```

Löwdin atomic charge list, values in e, 2 entries:
1. Au 0.885
2. As 1.505

(2)
Formula: C40H53Cl4CuN3O3
Source: the OMol25 dataset
Level of theory: ωB97M-V/def2-TZVPD

Summary:
Spin multiplicity: 2
Molar mass: 829.2 Da
LUMO (spin up / spin down): -6.551 / -6.532 eV
Maximum force: 5.68 eV/A
HOMO (spin up / spin down): -10.701 / -12.784 eV
Total charge: +2
Gap between HOMO and LUMO (spin up / spin down): 0.1525 / 0.2297 hartree

```
104
C40H53Cl4CuN3O3 ωB97M-V/def2-TZVPD
Cu 27.9118 6.0075 25.6545
Cl 34.9287 11.0884 24.3672
Cl 31.0346 12.5095 23.1450
Cl 27.5943 11.2548 24.4751
Cl 26.5587 10.4383 21.5077
O 29.3314 7.4523 26.7870
O 34.8449 0.6341 23.7887
O 34.6915 4.3896 27.7492
N 29.7201 4.1886 29.7671
N 24.5777 6.2384 27.7967
N 27.4100 12.4167 29.6369
C 25.1734 7.7385 29.5397
C 24.5995 6.5311 29.0633
C 29.5794 4.5525 28.3033
C 36.5990 2.2686 27.8903
C 30.8325 6.2262 30.6951
C 33.1688 11.4743 24.8462
C 28.7379 3.0662 30.0725
C 31.6076 4.3606 24.7900
C 25.6433 10.7947 29.8187
C 33.7115 3.5358 25.7379
C 33.6919 2.5218 24.8073
C 31.9235 5.1963 30.1337
C 34.7389 3.5401 26.8322
C 26.1766 2.2370 30.2136
C 29.4803 5.4307 30.6741
C 23.9767 4.9644 27.4743
C 31.2132 3.8518 30.1135
C 28.2254 9.8965 23.5251
C 27.6236 10.2675 28.6237
C 28.1639 11.4798 28.9418
C 34.7484 1.4581 24.6576
C 25.9443 8.0943 27.2538
C 26.5267 1.3225 31.3849
C 37.5577 1.2533 27.9118
C 25.8351 8.5263 28.6468
C 31.6091 3.3707 23.8387
C 36.7133 0.4215 25.8497
C 28.0563 13.8044 29.9008
C 26.3686 9.8648 29.0423
C 30.4793 8.1507 26.5580
C 26.1930 12.0279 30.1587
C 32.6529 4.4405 25.7973
C 37.5777 0.2888 26.8888
C 32.6288 2.4652 23.9138
C 35.7923 1.4875 25.7830
C 32.1350 11.1541 23.6986
C 25.2259 6.9698 26.9230
C 27.0723 9.2620 22.6594
C 27.1717 3.4154 29.9094
C 35.7213 2.3993 26.8468
H 32.6981 10.9636 22.7850
H 33.0738 12.4412 25.3405
H 30.4180 9.1660 26.9499
H 36.7948 -0.2920 25.0431
H 27.2672 14.5547 29.9527
H 28.6633 5.9637 30.1879
H 26.5260 8.6850 26.5617
H 29.8588 3.6738 27.7219
H 28.8000 14.0876 29.1560
H 25.8959 1.5774 32.2364
H 28.8931 2.8327 31.1258
H 24.6989 4.2257 27.8219
H 27.4169 8.4665 21.9988
H 26.1543 0.3319 31.1236
H 29.0287 2.2136 29.4588
H 38.2625 -0.5424 26.9700
H 31.6801 3.2549 29.3300
H 28.4133 13.7434 30.9288
H 36.7457 2.9812 28.6884
H 31.2912 7.5540 26.9737
H 31.0032 6.4197 31.7542
H 25.6102 12.7427 30.7208
H 28.4617 9.1031 24.2342
H 25.0068 8.0375 30.5640
H 29.0919 10.2948 22.9973
H 31.1540 3.2069 30.9903
H 24.2038 5.8130 29.7664
H 25.3601 6.6343 25.9053
H 29.1007 5.0575 31.6252
H 32.9443 10.6316 25.5001
H 29.0628 11.8056 28.4396
H 30.2523 5.3572 28.0068
H 23.0274 4.8010 27.9844
H 32.4070 1.6526 23.2378
H 27.1218 3.5950 28.8354
H 28.5858 4.8988 28.0189
H 26.2039 1.6637 29.2869
H 30.6709 8.2553 25.4901
H 23.9680 4.7995 26.3969
H 38.2388 1.1535 28.7440
H 31.4920 10.2937 23.8840
H 30.7851 5.0600 24.8140
H 26.9533 4.3218 30.4741
H 24.6464 10.6314 30.2008
H 28.1838 9.5981 27.9877
H 26.1833 8.9452 23.2047
H 32.6183 5.1044 26.6484
H 32.9208 5.2329 30.5720
H 27.5661 1.1362 31.6555
H 25.1534 2.5952 30.3271
H 30.7550 3.4122 23.1790
H 32.0702 5.4827 29.0923
H 30.7886 7.1724 30.1558
```

Löwdin atomic charge list, values in e, 2 entries:
1. Cu 0.553
2. Cl 0.488

(3)
Formula: C40H54N9
Source: the OMol25 dataset
Level of theory: ωB97M-V/def2-TZVPD

Summary:
Molar mass: 660.9 Da
LUMO: -3.302 eV
Maximum force: 5.28 eV/A
HOMO: -8.919 eV
Total charge: +1
Gap between HOMO and LUMO: 0.2064 hartree
Energy relative to the best compared isomer or geometry (same formula, charge and spin): 131.6 kcal per mole

```
103
C40H54N9 ωB97M-V/def2-TZVPD
N -4.4212 -1.4812 -3.4630
N -4.0542 -3.8871 -1.5871
N 6.1841 5.0767 4.0073
N -3.7626 -3.5225 2.2427
N -10.7492 -2.1501 -4.4940
N 2.1508 0.7406 4.8694
N 6.4080 8.0549 0.3599
N -1.1898 2.7496 1.7410
N 5.3399 -2.9144 0.1851
C 5.8016 -2.3093 1.3249
C 1.7947 -3.0486 -1.1264
C -3.5259 -2.4968 -1.3165
C 5.7748 -0.7994 -0.3425
C -3.3063 -4.4130 3.1795
C 4.5050 7.9921 -0.7872
C -2.2399 2.3881 0.9377
C 4.1839 1.5893 4.5739
C 5.6341 7.0781 0.9305
C -9.9908 -1.0171 -4.3531
C -3.2999 -3.7789 4.4018
C 8.0626 5.0854 2.8189
C 1.7935 -4.3996 -2.0765
C 0.1463 -3.1786 -4.0063
C 6.0832 -0.9952 1.0249
C -2.3501 1.0160 0.9731
C -1.3275 0.5324 1.8239
C 7.8968 6.3612 3.4088
C 4.4443 7.0200 0.2397
C 4.1961 0.2360 4.1596
C -9.9715 -3.1554 -5.0069
C 5.7297 8.6142 -0.6916
C 0.9328 -1.7137 -1.5953
C -0.6239 1.6242 2.2812
C 2.9092 1.8736 5.0103
C -8.7161 -1.3013 -4.7895
C 0.9995 -4.5010 -3.5439
C 6.7267 6.3289 4.1341
C -4.7981 -4.0543 -2.8918
C 0.1306 -1.8267 -3.0255
C -0.7848 -0.5223 -3.4984
C 2.9285 -0.2647 4.3565
C -5.3504 -2.6695 -3.5698
C 6.9892 4.3130 3.2026
C -3.7745 -2.4615 4.1959
C -4.0555 -2.3314 2.8543
C 5.3151 -2.0000 -0.8356
C -8.7039 -2.6547 -5.2038
C -3.1121 -1.8286 -2.7644
C -2.1479 -0.5018 -2.5306
H -1.1253 -0.5007 2.0748
H 2.5141 -1.2472 4.1745
H -2.6011 -2.5653 -0.5808
H -3.2013 -4.5213 -1.6482
H 5.9947 6.5105 1.7778
H 3.7383 8.2139 -1.5183
H -3.0246 -5.4183 2.8966
H 1.1709 0.6590 5.1076
H 5.0602 -3.8838 0.1093
H -0.1465 0.4759 -3.3878
H -2.8182 3.1362 0.4121
H -4.4264 -1.8814 -0.8305
H -6.4414 -2.4307 -3.1941
H -2.5283 -2.5429 -3.4844
H 2.4778 2.7830 5.4068
H -0.8803 3.6982 1.9081
H -3.0870 0.4268 0.4429
H -1.7348 -0.5105 -1.4109
H 7.3348 8.3208 0.6663
H 6.4680 -0.2569 1.7165
H 8.5587 7.2122 3.3137
H 3.6219 6.3492 0.4518
H 5.0388 -0.3143 3.7618
H 4.9747 -2.2815 -1.8231
H 5.8765 0.1187 -0.9066
H 5.0155 2.2818 4.5564
H -10.3859 -4.1379 -5.1888
H -7.8612 -3.2050 -5.6016
H -4.4366 -1.4949 2.2837
H 6.7308 3.2878 2.9737
H -0.4799 -3.1264 -4.9982
H -10.4222 -0.1077 -3.9566
H -7.8845 -0.6089 -4.8070
H -1.1510 -0.5862 -4.6110
H -2.7337 0.5119 -2.6424
H -5.4647 -2.8944 -4.7368
H -4.8897 -0.7186 -2.8893
H -5.7596 -4.7240 -2.6643
H 0.2277 1.6965 2.9444
H -4.6132 -4.2706 -0.7727
H -3.8987 -1.6908 4.9457
H -3.8675 -3.7146 1.2549
H 1.0114 -5.4936 -4.2074
H -4.1603 -4.6732 -3.6597
H 6.2360 7.0872 4.7294
H -2.9882 -4.2181 5.3406
H 6.1748 9.4058 -1.2795
H 2.3740 -3.0097 -0.1024
H 5.8916 -2.8645 2.2490
H 5.3238 4.7651 4.4390
H -11.7291 -2.2317 -4.2558
H 2.4056 -5.3565 -1.7127
H 8.8770 4.7648 2.1821
H 0.8386 -0.7189 -0.9864
```

Löwdin atomic charge list, values in e, 2 entries:
1. N -0.071
2. N -0.010